1.
This record from the Open Molecules 2025 dataset describes 2 unconnected molecules or ions with the total composition C15H36N3O. The level of theory is ωB97M-V with the def2-TZVPD basis set.

```
! RIJCOSX wB97M-V def2-TZVPD def2/J DEFGRID3
* xyz 1 1
C 0.843 -4.308 -0.553
N 1.004 -3.781 -1.912
C 1.721 -2.572 -2.063
N 0.930 -1.292 -1.849
C 0.474 -0.929 -0.468
C -0.991 -1.293 -0.506
C -1.404 -0.630 -1.830
C -2.820 -0.874 -2.349
C -3.418 -2.232 -2.007
C -2.851 -3.360 -2.828
O -3.586 -4.530 -2.520
C -0.254 -1.028 -2.768
H 1.538 -5.115 -0.356
H -0.150 -4.720 -0.428
H 0.975 -3.563 0.226
H 0.136 -3.783 -2.428
H 2.097 -2.510 -3.080
H 2.572 -2.536 -1.395
H 1.593 -0.560 -2.106
H 1.047 -1.331 0.353
H 0.497 0.153 -0.406
H -1.156 -2.361 -0.622
H -1.510 -0.973 0.389
H -1.354 0.436 -1.626
H -2.842 -0.725 -3.425
H -3.465 -0.108 -1.938
H -4.487 -2.216 -2.174
H -3.285 -2.448 -0.952
H -1.794 -3.532 -2.597
H -2.953 -3.106 -3.884
H -3.450 -5.199 -3.213
H -0.008 -0.139 -3.332
H -0.444 -1.846 -3.447
C 0.282 5.031 4.187
C 1.468 4.315 3.559
N 1.227 2.901 3.323
C 2.426 2.154 2.995
C 3.154 2.482 1.684
C 0.049 2.588 2.540
C -0.057 3.181 1.127
H -0.027 4.536 5.107
H 0.561 6.056 4.429
H -0.575 5.079 3.514
H 2.316 4.394 4.243
H 1.762 4.851 2.642
H 2.178 1.087 3.007
H 3.131 2.295 3.819
H 2.625 2.097 0.811
H 4.144 2.022 1.689
H 3.299 3.554 1.551
H -0.829 2.904 3.106
H -0.036 1.498 2.483
H 0.218 4.234 1.094
H -1.090 3.108 0.775
H 0.568 2.645 0.410
*
```

Values from the calculation:
- HOMO level: -10.29 eV
- Lowest unoccupied orbital energy: -0.109 Eh
- Kohn-Sham gap: 0.2696 Eh

***

2.
This record from the Open Molecules 2025 dataset describes a molecular structure, C52H46Cl2FN2O4P2PbS. The level of theory is ωB97M-V with the def2-TZVPD basis set.

```
! RIJCOSX wB97M-V def2-TZVPD def2/J DEFGRID3
* xyz 3 1
Pb 12.474 15.359 11.711
C 11.517 17.047 16.990
N 12.028 17.656 15.782
P 13.532 17.498 15.357
C 14.324 16.045 15.732
C 13.604 14.845 15.530
C 14.204 13.632 15.637
C 15.548 13.604 15.996
C 16.282 14.782 16.185
C 15.672 16.021 16.095
C 14.279 18.756 14.469
C 14.123 20.124 14.789
C 14.697 21.063 13.970
C 15.355 20.641 12.815
C 15.445 19.296 12.437
C 14.970 18.344 13.328
P 10.928 18.452 14.399
C 10.637 20.113 14.887
C 10.011 20.853 13.869
C 9.641 22.172 14.079
C 9.966 22.847 15.241
C 10.614 22.127 16.245
C 10.936 20.789 16.064
C 9.370 17.672 14.820
C 9.236 16.379 14.315
C 8.185 15.558 14.658
C 7.280 16.035 15.581
C 7.302 17.386 15.990
C 8.385 18.218 15.639
H 12.261 16.352 17.339
H 10.581 16.513 16.815
H 11.324 17.823 17.715
H 12.574 14.847 15.142
H 13.691 12.722 15.428
H 16.109 12.650 16.154
H 17.339 14.724 16.483
H 16.200 16.939 16.295
H 13.666 20.388 15.706
H 14.699 22.121 14.236
H 15.820 21.391 12.194
H 16.031 19.054 11.560
H 15.109 17.300 13.050
H 9.706 20.427 12.948
H 9.145 22.686 13.286
H 9.789 23.893 15.382
H 10.714 22.563 17.219
H 11.269 20.350 16.982
H 10.048 16.013 13.650
H 8.082 14.577 14.213
H 6.490 15.395 15.902
H 6.476 17.783 16.544
H 8.379 19.277 15.857
C 8.604 8.549 11.682
C 8.340 9.443 12.841
C 8.337 8.667 14.150
C 8.041 9.501 15.399
C 8.733 10.832 15.302
C 8.892 11.581 16.458
C 9.658 12.769 16.425
F 9.674 13.544 17.480
C 10.428 13.116 15.352
C 10.277 12.372 14.204
C 10.883 12.895 13.019
O 11.665 13.906 13.199
C 10.543 12.340 11.765
C 9.815 11.157 11.778
N 9.312 10.599 12.891
C 9.457 11.240 14.152
C 11.157 12.920 10.477
O 11.375 12.120 9.620
O 11.359 14.203 10.399
H 7.797 7.824 11.537
H 9.506 7.994 11.886
H 8.732 9.153 10.755
H 7.381 9.876 12.715
H 9.277 8.207 14.280
H 7.626 7.850 13.904
H 8.393 8.921 16.213
H 6.948 9.656 15.553
H 8.494 11.339 17.380
H 10.924 14.052 15.364
H 9.757 10.640 10.847
O 11.304 17.137 10.713
S 10.734 17.854 9.537
C 12.115 18.733 8.839
C 13.375 18.642 9.399
C 14.466 19.392 8.879
C 14.233 20.245 7.785
C 12.907 20.395 7.322
C 11.873 19.630 7.812
C 10.447 16.783 8.197
C 9.107 16.805 7.718
C 8.805 16.106 6.576
C 9.704 15.204 6.020
C 10.986 15.156 6.557
C 11.380 15.998 7.563
H 13.578 18.069 10.294
H 15.442 19.256 9.287
H 15.085 20.719 7.331
H 12.672 21.092 6.452
H 10.923 19.849 7.334
H 8.363 17.500 8.112
H 7.885 16.231 6.053
H 9.478 14.609 5.145
H 11.738 14.506 6.141
H 12.433 16.053 7.852
Cl 15.740 15.795 10.689
C 16.146 14.029 10.565
Cl 14.611 13.131 10.507
H 16.738 13.721 11.395
H 16.656 13.855 9.603
*
```

Values from the calculation:
- HOMO level: -15.06 eV
- Lowest unoccupied orbital energy: -0.370 Eh
- Kohn-Sham gap: 0.1839 Eh

***

3.
This record from the Open Molecules 2025 dataset describes 14 unconnected molecules or ions with the total composition C20H68N2O14. The level of theory is ωB97M-V with the def2-TZVPD basis set.

```
! RIJCOSX wB97M-V def2-TZVPD def2/J DEFGRID3
* xyz 0 1
C -0.569 -0.294 0.382
C 0.134 0.039 -0.903
O -0.035 -1.127 -1.765
H -0.187 -1.333 0.665
H -1.648 -0.316 0.212
H -0.549 0.388 1.153
H 1.176 0.224 -0.718
H -0.254 0.972 -1.307
H 0.083 -0.765 -2.663
C 2.451 -1.170 -3.909
C 1.867 -0.220 -4.942
O 0.513 0.106 -4.535
H 2.391 -0.816 -2.961
H 3.543 -1.272 -4.068
H 2.084 -2.221 -3.935
H 1.833 -0.689 -5.917
H 2.513 0.658 -5.006
H 0.156 0.745 -5.177
C -2.010 0.698 3.643
C -0.615 0.946 4.133
O -0.560 0.137 5.393
H -2.667 0.914 4.479
H -1.964 -0.361 3.354
H -2.201 1.267 2.706
H -0.400 2.007 4.284
H 0.137 0.604 3.470
H 0.342 -0.118 5.595
C -4.009 2.648 -1.168
C -2.516 2.673 -1.009
O -2.108 4.015 -1.077
H -4.169 1.709 -1.702
H -4.401 3.516 -1.653
H -4.509 2.663 -0.232
H -2.185 1.930 -1.809
H -2.239 2.203 -0.069
H -1.324 4.106 -0.533
C 2.861 4.028 -3.253
C 2.043 2.781 -2.848
O 2.787 2.084 -1.779
H 3.942 3.805 -3.226
H 2.727 4.819 -2.542
H 2.527 4.395 -4.209
H 1.710 2.145 -3.714
H 1.108 3.093 -2.394
H 2.511 2.486 -0.924
C -2.309 -4.785 2.697
C -1.901 -3.286 2.647
O -2.729 -2.543 1.728
H -1.743 -5.276 3.535
H -2.198 -5.345 1.768
H -3.389 -4.875 2.806
H -0.805 -3.238 2.499
H -2.133 -2.906 3.671
H -2.763 -2.942 0.887
C 0.706 3.839 0.710
O 1.988 3.609 0.251
N 0.042 4.893 0.437
N 0.096 3.129 1.602
H 0.644 5.473 -0.075
H -0.728 5.259 0.961
H 0.737 2.362 1.922
H -0.885 3.252 1.967
C 2.058 -1.707 3.138
O 3.332 -2.265 3.355
H 2.173 -0.740 3.458
H 1.123 -2.085 3.721
H 1.705 -1.736 2.138
H 3.606 -2.952 2.788
C 4.496 0.204 -0.088
O 4.389 -0.249 1.187
H 4.778 1.217 -0.081
H 3.566 0.131 -0.610
H 5.281 -0.355 -0.689
H 4.600 -1.193 1.196
C 2.436 -3.288 -0.682
O 2.724 -3.647 0.667
H 2.527 -4.049 -1.410
H 3.158 -2.525 -1.008
H 1.384 -2.920 -0.771
H 2.074 -4.278 1.004
C -2.954 -0.314 -3.368
O -2.752 -0.499 -1.986
H -3.740 0.463 -3.534
H -3.259 -1.266 -3.773
H -2.077 0.142 -3.895
H -1.821 -0.746 -1.840
C -5.269 -0.566 0.509
O -4.221 -0.060 1.256
H -6.179 0.096 0.484
H -5.599 -1.496 1.068
H -4.969 -0.950 -0.435
H -3.533 -0.665 1.312
C 2.748 1.946 3.087
O 2.120 1.288 2.017
H 3.764 1.774 3.071
H 2.276 1.382 3.880
H 2.555 3.006 3.078
H 2.688 0.643 1.593
C -1.278 -4.104 -1.255
O -2.049 -2.984 -1.002
H -2.010 -4.909 -1.172
H -0.501 -4.227 -0.529
H -0.805 -4.068 -2.233
H -1.498 -2.171 -1.180
*
```

Values from the calculation:
- HOMO level: -9.31 eV
- Lowest unoccupied orbital energy: 0.014 Eh
- Relative energy (zero: lowest compared OMol25 entry of this formula, charge and spin): 1.3245 eV
- Kohn-Sham gap: 0.3556 Eh

***

4.
This record from the Open Molecules 2025 dataset describes 2 unconnected molecules or ions with the total composition C4H12. The level of theory is ωB97M-V with the def2-TZVPD basis set.

```
! RIJCOSX wB97M-V def2-TZVPD def2/J DEFGRID3
* xyz 0 1
C -0.839 2.292 0.830
C -1.656 1.085 0.374
H 0.031 2.146 1.455
H -0.700 2.985 -0.011
H -1.515 2.987 1.357
H -2.642 1.411 0.078
H -1.023 0.415 -0.200
H -1.883 0.375 1.185
C 0.749 -1.199 -0.347
C 1.780 -2.206 -0.872
H -0.191 -1.650 -0.010
H 1.073 -0.494 0.414
H 0.384 -0.604 -1.186
H 2.600 -1.708 -1.385
H 1.226 -2.853 -1.547
H 2.231 -2.683 0.000
*
```

Values from the calculation:
- HOMO level: -11.02 eV
- SMILES string: CC.CC
- Lowest unoccupied orbital energy: 0.041 Eh
- Relative energy (zero: lowest compared OMol25 entry of this formula, charge and spin): 0.6676 eV
- Kohn-Sham gap: 0.4457 Eh